{
  "formula": "CH2N2O3",
  "method": "the ωB97M-V functional and the def2-TZVPD basis",
  "total_charge": 0,
  "e_above_lowest_kj_mol": 504.3,
  "homo_energy_ev": -10.04,
  "orbital_gap_ha": 0.3779,
  "symbols": ["C", "N", "N", "O", "O", "O", "H", "H"],
  "coordinates": [[1.188, 0.144, -0.141], [0.036, 0.904, -0.273], [-1.375, -0.228, 0.029], [-2.294, 0.033, -0.615], [-1.102, -1.106, 0.804], [0.682, 0.897, 0.911], [0.863, -0.914, -0.013], [2.002, 0.271, -0.703]],
  "atomic_forces_ev_per_a": [[-3.67, -4.39, 1.69], [-3.38, 0.71, -0.94], [4.37, 0.09, 0.72], [-2.28, 0.36, -1.04], [-0.75, 0.46, -0.20], [1.31, 0.81, 1.45], [1.06, 0.47, 0.00], [3.33, 1.48, -1.68]],
  "mulliken_charge": [-0.001, -0.226, 0.868, -0.494, -0.460, -0.238, 0.214, 0.338]
}

=====

{
  "formula": "C20H31N3O4S2",
  "method": "the ωB97M-V functional and the def2-TZVPD basis",
  "total_charge": 0,
  "e_above_lowest_kj_mol": 342.1,
  "homo_energy_ev": -8.14,
  "orbital_gap_ha": 0.3105,
  "symbols": ["C", "C", "C", "S", "O", "O", "C", "H", "H", "H", "H", "H", "H", "H", "H", "C", "C", "C", "S", "O", "O", "C", "H", "H", "H", "H", "H", "H", "H", "H", "N", "C", "C", "C", "C", "H", "H", "H", "H", "H", "N", "C", "C", "C", "C", "H", "H", "H", "H", "H", "N", "C", "C", "C", "C", "H", "H", "H", "H", "H"],
  "coordinates": [[3.820, -19.698, 9.214], [5.020, -18.829, 8.897], [5.041, -17.717, 10.024], [3.280, -17.498, 10.643], [2.803, -16.140, 10.351], [3.348, -18.047, 11.988], [2.705, -18.675, 9.445], [3.896, -20.116, 10.218], [3.607, -20.447, 8.452], [4.867, -18.493, 7.872], [5.964, -19.363, 8.790], [5.031, -16.688, 9.663], [5.732, -17.653, 10.864], [2.627, -18.152, 8.491], [1.864, -19.088, 10.001], [2.982, -14.171, 7.643], [3.662, -14.315, 6.338], [2.917, -13.563, 5.206], [2.230, -12.002, 6.041], [0.807, -11.929, 5.852], [3.056, -10.807, 5.681], [2.662, -12.686, 7.718], [3.787, -14.217, 8.377], [2.126, -14.812, 7.857], [3.776, -15.360, 6.049], [4.725, -14.073, 6.349], [1.997, -14.097, 4.968], [3.329, -13.310, 4.229], [1.944, -12.302, 8.443], [3.480, -12.095, 8.128], [6.597, -17.699, 3.609], [6.117, -17.918, 4.931], [7.097, -18.665, 5.525], [8.179, -18.827, 4.588], [7.807, -18.152, 3.495], [6.010, -17.382, 2.851], [5.081, -17.721, 5.164], [7.017, -19.073, 6.521], [9.180, -19.173, 4.794], [8.430, -18.155, 2.613], [9.532, -22.320, 5.460], [8.127, -22.189, 5.244], [7.558, -23.459, 5.177], [8.670, -24.350, 5.220], [9.818, -23.594, 5.280], [10.214, -21.595, 5.632], [7.799, -21.162, 5.178], [6.507, -23.676, 5.059], [8.654, -25.395, 4.946], [10.833, -23.963, 5.281], [4.938, -13.366, 1.143], [5.521, -13.505, 2.402], [6.116, -14.718, 2.473], [5.704, -15.382, 1.354], [4.911, -14.588, 0.565], [4.401, -12.547, 0.895], [5.454, -12.640, 3.045], [6.755, -15.237, 3.172], [6.020, -16.390, 1.130], [4.443, -14.803, -0.385]],
  "atomic_forces_ev_per_a": [[-0.22, 0.49, 1.65], [0.61, 0.38, 0.81], [-1.40, 1.78, -1.13], [3.38, 0.06, -0.18], [0.14, -1.72, 0.53], [-1.33, 0.37, -0.54], [-0.49, -0.51, -0.10], [0.57, -0.85, -0.21], [-0.19, 0.11, 0.18], [-0.08, 0.94, 0.13], [0.01, -0.17, 0.61], [0.92, -0.01, -0.89], [-0.03, -1.01, -0.10], [-1.18, 0.27, 0.25], [-0.68, -0.11, -1.04], [0.34, 1.85, 1.05], [1.03, -1.02, -3.00], [-1.42, 0.70, 0.90], [2.79, 0.25, -0.61], [-0.19, -0.06, 0.12], [-1.47, -2.40, 0.94], [-0.68, 2.05, 0.52], [-0.50, -0.99, 0.47], [0.26, -0.03, -0.13], [-0.50, -0.29, -0.11], [-0.05, 0.82, 0.36], [-0.15, -0.10, 0.13], [0.72, 0.02, 0.48], [-0.92, -0.70, -0.31], [0.76, -0.15, -0.84], [-3.66, 1.49, 1.22], [0.60, -0.79, -2.02], [0.08, -0.06, 0.46], [0.10, 0.21, 2.52], [2.89, -1.50, -2.08], [0.20, 0.17, 0.26], [0.22, 0.12, 0.12], [0.19, 0.06, 0.00], [-0.19, -0.23, -0.05], [-0.46, 0.54, -0.33], [-2.35, 1.25, -1.09], [1.03, 0.38, 1.11], [1.33, 1.50, -0.11], [0.01, -0.15, -1.03], [0.89, -2.78, 0.83], [-0.44, -0.04, -0.27], [-0.62, -0.38, 0.15], [0.17, -0.01, -0.05], [-0.03, -0.03, 0.38], [-0.01, 0.08, 0.09], [-0.82, 0.01, 1.74], [0.13, 2.37, -0.50], [0.28, -0.07, 1.35], [-0.49, -2.15, -2.20], [0.75, -0.40, -0.77], [0.00, -0.33, -0.07], [0.42, -0.14, 0.16], [-0.15, 0.77, 0.49], [-0.19, -0.04, -0.36], [0.09, 0.19, 0.09]],
  "mulliken_charge": [-0.801, -0.215, -0.573, 1.020, -0.573, -0.632, -0.610, 0.365, 0.353, -0.034, 0.395, 0.189, 0.389, 0.261, 0.454, -0.049, -0.365, -0.698, 1.027, -0.630, -0.635, -1.016, 0.023, 0.255, 0.072, 0.361, 0.334, 0.340, 0.528, 0.449, 0.025, -1.084, 0.419, -1.249, -0.326, 0.312, 0.438, 0.576, 0.501, 0.406, 0.040, -0.044, -0.470, -0.575, -0.328, 0.206, -0.004, 0.407, 0.357, 0.380, -0.020, -1.017, 0.007, -0.254, -0.886, 0.245, 0.553, 0.519, 0.491, 0.392]
}